# 1
C19H37GeN5PdS2Si3 | wB97M-V/def2-TZVPD

Last column: natural (NBO) charge in e.
Positions of all 68 atoms, in Å:
Pd  0.2771  -0.5766  1.3727  0.55
N  3.4455  1.0782  3.7435  -0.77
C  2.3334  0.5169  3.2400  0.31
S  2.4076  0.1234  1.5210  -0.17
N  1.3088  0.3583  4.0374  -0.41
N  0.2478  -0.1893  3.4013  -0.24
C  -0.8564  -0.3604  4.0176  0.05
C  -1.9625  -0.9570  3.2719  0.16
C  -3.1738  -1.2182  3.8916  -0.22
C  -4.1999  -1.7913  3.1541  -0.13
C  -3.9769  -2.0897  1.8228  -0.24
C  -2.7363  -1.7985  1.2735  0.08
N  -1.7481  -1.2418  1.9630  -0.49
H  4.2865  1.1189  3.1963  0.41
H  3.5059  1.2030  4.7403  0.42
H  -0.9709  -0.0789  5.0592  0.22
H  -3.3053  -0.9795  4.9377  0.24
H  -5.1542  -2.0029  3.6168  0.24
H  -4.7415  -2.5381  1.2051  0.24
H  -2.5249  -2.0218  0.2388  0.22
C  2.0692  1.3077  -3.6906  -1.12
Si  2.4043  1.0805  -1.8523  1.34
C  4.0191  0.1345  -1.6790  -1.12
C  2.5109  2.7672  -1.0357  -1.12
Ge  0.4644  -0.0661  -0.9714  -0.09
Si  0.8772  -2.5084  -0.9696  1.39
C  2.2751  -3.1814  0.0667  -1.13
C  -0.6582  -3.5722  -0.8170  -1.14
C  1.4250  -2.5344  -2.7851  -1.11
Si  -1.5063  0.7356  -2.1043  1.33
C  -1.4062  2.6073  -2.1869  -1.12
C  -3.1548  0.2134  -1.3710  -1.11
C  -1.4159  0.0003  -3.8377  -1.12
H  2.9485  1.7623  -4.1554  0.25
H  1.2224  1.9678  -3.8816  0.24
H  1.8897  0.3618  -4.2039  0.24
H  4.8410  0.8365  -1.8460  0.25
H  4.1068  -0.6448  -2.4378  0.24
H  4.1743  -0.3212  -0.7012  0.25
H  3.2520  3.3755  -1.5605  0.25
H  2.8200  2.6846  0.0066  0.24
H  1.5580  3.2978  -1.0762  0.24
H  2.0614  -3.1865  1.1356  0.25
H  3.1980  -2.6208  -0.0874  0.25
H  2.4479  -4.2129  -0.2553  0.25
H  -0.9583  -3.7321  0.2194  0.24
H  -0.4121  -4.5536  -1.2338  0.26
H  -1.5061  -3.1876  -1.3853  0.24
H  2.2915  -1.9030  -2.9770  0.24
H  0.6291  -2.2467  -3.4727  0.24
H  1.7123  -3.5639  -3.0258  0.25
H  -1.1448  3.0495  -1.2247  0.25
H  -2.3746  3.0140  -2.4873  0.25
H  -0.6707  2.9328  -2.9243  0.24
H  -3.2250  0.4033  -0.3002  0.23
H  -3.3517  -0.8456  -1.5457  0.23
H  -3.9507  0.7763  -1.8638  0.25
H  -0.4882  0.2452  -4.3542  0.25
H  -2.2392  0.4003  -4.4362  0.25
H  -1.5249  -1.0861  -3.8272  0.24
S  -2.1492  3.4167  3.1004  0.47
C  -0.4888  3.7258  2.8434  -0.44
C  -0.0262  2.9320  1.8438  -0.06
N  -0.9495  2.0838  1.2880  -0.47
C  -2.1076  2.2450  1.8597  -0.17
H  0.0512  4.4584  3.4188  0.26
H  0.9912  2.9110  1.4804  0.23
H  -2.9935  1.6852  1.5966  0.22

Results
Frontier orbital gap (spin up / spin down)   0.2476 / 0.2453 Ha
⟨S²⟩   0.77
Relative energy (zero: lowest compared OMol25 entry of this formula, charge and spin)   102.06 kJ/mol
LUMO level (spin up / spin down)   -3.47 / -4.38 eV
Strongest force on any atom   0.0125 hartree/bohr
Total charge   +1
Spin multiplicity   2

# 2
C19H37N3 | wB97M-V/def2-TZVPD

Last column: natural (NBO) charge in e.
Positions of all 59 atoms, in Å:
C  -1.8129  -4.0988  -1.3899  -0.63
C  -1.4112  -2.9386  -0.5278  0.02
C  -0.4320  -1.9858  -1.1566  -0.65
C  -1.9003  -2.7822  0.6973  -0.21
C  -1.5669  -1.6945  1.6686  -0.43
C  -2.8016  -0.8856  2.1144  -0.42
C  -3.2681  0.0892  1.0632  0.03
C  -4.1337  -0.5074  -0.0057  -0.66
C  -2.9178  1.3697  1.1405  -0.22
C  -3.2883  2.4891  0.2184  -0.43
C  -2.1077  3.4074  -0.1179  -0.39
C  -0.9531  2.7547  -0.8962  -0.04
C  -1.4495  2.0027  -2.1398  -0.64
N  -0.1678  1.9434  0.0156  -0.65
C  1.1148  1.4900  -0.4802  -0.22
C  1.8883  0.8326  0.6645  -0.20
N  3.2856  0.6280  0.3335  -0.45
C  3.4928  -0.4874  -0.5728  -0.24
C  4.9686  -0.5523  -0.9807  -0.23
N  5.8574  -0.6739  0.1589  -0.61
C  5.5895  0.3983  1.0988  -0.23
C  4.1156  0.4618  1.5142  -0.24
H  -0.9329  -4.6734  -1.6790  0.21
H  -2.5038  -4.7582  -0.8705  0.21
H  -2.2903  -3.7431  -2.3034  0.21
H  -0.7824  -0.9592  -1.0730  0.22
H  0.5404  -2.0512  -0.6686  0.22
H  -0.2973  -2.2175  -2.2103  0.21
H  -2.6071  -3.5118  1.0750  0.19
H  -0.8229  -1.0126  1.2569  0.20
H  -1.1334  -2.1607  2.5596  0.22
H  -3.6093  -1.5802  2.3569  0.20
H  -2.5408  -0.3375  3.0220  0.21
H  -4.2610  0.1557  -0.8562  0.21
H  -3.7037  -1.4463  -0.3506  0.23
H  -5.1213  -0.7243  0.4033  0.22
H  -2.3143  1.6880  1.9825  0.20
H  -4.0446  3.1026  0.7214  0.22
H  -3.7403  2.1172  -0.6999  0.20
H  -1.6904  3.8072  0.8079  0.21
H  -2.4853  4.2457  -0.7079  0.20
H  -0.2904  3.5654  -1.2293  0.19
H  -1.9785  1.0965  -1.8521  0.20
H  -2.1199  2.6331  -2.7186  0.21
H  -0.6113  1.7247  -2.7751  0.21
H  -0.7272  1.1544  0.3279  0.37
H  1.6773  2.3647  -0.8184  0.20
H  1.0313  0.7924  -1.3296  0.16
H  1.8360  1.5091  1.5203  0.21
H  1.3945  -0.1135  0.9546  0.15
H  2.8773  -0.3433  -1.4614  0.20
H  3.1999  -1.4475  -0.0993  0.15
H  5.1361  -1.3973  -1.6520  0.20
H  5.2314  0.3714  -1.5026  0.19
H  5.6935  -1.5682  0.6169  0.34
H  6.2223  0.2641  1.9787  0.20
H  5.8596  1.3370  0.6085  0.19
H  3.9566  1.3163  2.1753  0.20
H  3.8509  -0.4602  2.0697  0.15

Results
Frontier orbital gap   0.3406 Ha
Relative energy (zero: lowest compared OMol25 entry of this formula, charge and spin)   7.14 kJ/mol
LUMO level   0.84 eV
Strongest force on any atom   0.0080 hartree/bohr
Total charge   0
SMILES   CC(C)=CCC/C(C)=C/CC[C@H](C)NCCN1CCNCC1
Spin multiplicity   1

# 3
C19H37O9Rb2 | wB97M-V/def2-TZVPD

Last column: natural (NBO) charge in e.
Positions of all 67 atoms, in Å:
Rb  -2.5062  3.3916  -1.0695  0.99
Rb  -2.1885  -0.4982  -2.5698  0.99
O  1.1776  0.6633  0.4995  -0.69
C  0.0065  0.5197  0.0013  0.93
O  -0.2250  -0.6090  -0.4483  -0.86
O  -0.8536  1.3956  -0.0181  -0.87
H  1.2747  -0.2397  0.1884  0.51
C  0.5374  0.5154  3.9554  -0.73
C  -0.8025  -0.1568  4.1534  0.60
O  -0.9238  -1.0188  4.9885  -0.54
C  -1.9657  0.2795  3.2815  -0.73
H  0.3940  1.5535  3.6555  0.21
H  1.0953  0.0686  3.1325  0.24
H  1.1302  0.4940  4.8699  0.25
H  -1.9337  1.3650  3.1885  0.22
H  -2.8949  -0.0423  3.7518  0.23
H  -1.8455  -0.1371  2.2814  0.24
C  1.2835  3.5038  2.2497  -0.75
C  1.7485  4.5313  1.2123  0.59
O  2.5210  5.4653  1.4648  -0.52
C  1.2330  4.3460  -0.1928  -0.72
H  0.9693  2.6273  1.6830  0.24
H  0.4563  3.8190  2.8858  0.24
H  2.0722  3.2598  2.9613  0.25
H  0.1954  4.6784  -0.2241  0.19
H  1.3343  3.2959  -0.4672  0.23
H  1.8730  4.9511  -0.8349  0.24
C  0.8986  2.0905  -3.4717  -0.73
C  0.7627  1.0578  -4.5535  0.60
O  0.4270  -0.0985  -4.3180  -0.59
C  0.9714  1.5222  -5.9388  -0.74
H  0.0950  2.8270  -3.4706  0.21
H  1.8419  2.6170  -3.6170  0.25
H  0.9324  1.6885  -2.4591  0.24
H  0.6845  0.7598  -6.6631  0.25
H  2.0146  1.7602  -6.1464  0.26
H  0.3713  2.4090  -6.1428  0.24
C  1.7803  -3.7726  2.0784  -0.73
C  0.4400  -4.3792  1.9973  0.58
O  0.2586  -5.5769  1.8956  -0.52
C  -0.6775  -3.4382  2.2722  -0.73
H  2.1365  -3.6642  3.1029  0.25
H  1.8365  -2.7789  1.6340  0.21
H  2.5474  -4.3387  1.5500  0.24
H  -0.4832  -2.9214  3.2120  0.24
H  -1.6375  -3.9458  2.3660  0.23
H  -0.7249  -2.6933  1.4778  0.22
C  -3.6952  -1.5275  0.9622  -0.74
C  -4.3636  -0.1852  0.8445  0.65
O  -4.0997  0.5503  -0.0781  -0.65
C  -5.3193  0.1733  1.9678  -0.73
H  -3.2787  -1.7666  1.9407  0.26
H  -2.8797  -1.5323  0.2389  0.22
H  -4.4215  -2.2818  0.6593  0.25
H  -5.2577  -0.5064  2.8176  0.24
H  -6.3073  0.0299  1.5302  0.25
H  -5.2483  1.2195  2.2655  0.24
C  2.5009  -1.9756  -1.9781  -0.74
C  2.4911  -2.6906  -3.2901  0.60
O  1.9588  -3.7938  -3.3915  -0.54
C  3.0975  -1.9706  -4.4567  -0.73
H  3.3131  -2.2914  -1.3234  0.25
H  1.4784  -2.0809  -1.6156  0.25
H  2.5658  -0.9083  -2.1897  0.20
H  2.8685  -2.5921  -5.3223  0.24
H  4.1732  -2.0709  -4.3117  0.24
H  2.7852  -0.9451  -4.6541  0.22

Results
Frontier orbital gap   0.2637 Ha
Relative energy (zero: lowest compared OMol25 entry of this formula, charge and spin)   124.10 kJ/mol
LUMO level   -3.93 eV
Strongest force on any atom   0.0893 hartree/bohr
Total charge   +1
Spin multiplicity   1

# 4
C19H38AsNO4PtSSb | wB97M-V/def2-TZVPD

Last column: natural (NBO) charge in e.
Positions of all 66 atoms, in Å:
Pt  -0.0379  0.8245  -0.0144  0.44
O  -0.3442  2.2875  -2.6840  -0.44
N  0.7026  2.6738  -2.1987  0.72
O  1.4030  3.5570  -2.6083  -0.35
O  1.1139  2.1073  -1.0556  -0.57
C  -1.9800  2.2121  3.4757  -0.61
C  -0.4604  2.3364  3.4411  -0.72
As  0.2330  2.6147  1.6431  1.08
C  -0.5967  4.2455  0.9834  -0.71
C  -1.9608  4.0301  0.3368  -0.62
C  2.1007  3.0906  1.8805  -0.71
C  2.8133  2.2361  2.9215  -0.62
H  -2.3137  1.8782  4.4576  0.23
H  -2.3473  1.4937  2.7382  0.19
H  -2.4611  3.1677  3.2710  0.22
H  0.0204  1.4371  3.8319  0.23
H  -0.1161  3.1735  4.0515  0.24
H  0.1160  4.6653  0.2708  0.25
H  -0.6491  4.9332  1.8307  0.23
H  -1.8892  3.3709  -0.5287  0.22
H  -2.3669  4.9827  -0.0029  0.24
H  -2.6780  3.5947  1.0322  0.21
H  2.1227  4.1492  2.1465  0.23
H  2.5564  2.9904  0.8950  0.26
H  2.4272  2.4133  3.9254  0.21
H  3.8775  2.4697  2.9324  0.24
H  2.7124  1.1723  2.6993  0.20
C  -1.5881  -3.3899  -1.6940  -0.63
C  -0.1445  -2.9188  -1.8279  -0.74
Sb  -0.0135  -0.8031  -2.0728  1.26
C  -1.5347  -0.5652  -3.5538  -0.73
C  -1.2434  -1.4182  -4.7848  -0.63
C  1.8185  -0.4621  -3.1114  -0.73
C  2.5275  -1.7483  -3.5195  -0.63
H  -1.6287  -4.4649  -1.5102  0.22
H  -2.1557  -3.1975  -2.6049  0.21
H  -2.1079  -2.8941  -0.8748  0.20
H  0.3205  -3.3572  -2.7116  0.24
H  0.4775  -3.1791  -0.9738  0.24
H  -1.5846  0.4900  -3.7964  0.25
H  -2.4837  -0.8421  -3.0917  0.23
H  -0.2850  -1.1582  -5.2373  0.21
H  -2.0117  -1.2663  -5.5437  0.23
H  -1.2228  -2.4839  -4.5506  0.20
H  2.4346  0.1262  -2.4328  0.24
H  1.5806  0.1631  -3.9739  0.23
H  2.7692  -2.3563  -2.6474  0.22
H  3.4614  -1.5117  -4.0306  0.23
H  1.9252  -2.3492  -4.2025  0.20
C  2.5881  -2.3681  2.4953  -0.83
S  1.8055  -1.3209  1.2619  1.28
O  2.2563  -1.8286  -0.0623  -0.98
C  0.0911  -1.8787  1.4700  -0.22
C  -0.2546  -3.2126  1.6117  -0.20
C  -1.5937  -3.5720  1.6852  -0.15
C  -2.5916  -2.6127  1.5877  -0.22
C  -2.2560  -1.2804  1.4023  -0.10
C  -0.9143  -0.9193  1.3467  -0.36
H  2.5059  -3.4136  2.2070  0.24
H  2.1317  -2.1866  3.4677  0.24
H  3.6374  -2.0795  2.5126  0.26
H  0.5104  -3.9759  1.6551  0.24
H  -1.8605  -4.6128  1.8120  0.24
H  -3.6310  -2.9036  1.6538  0.24
H  -3.0255  -0.5227  1.3343  0.23
H  -0.7077  0.1671  1.6333  0.24

Results
Frontier orbital gap   0.2872 Ha
Relative energy (zero: lowest compared OMol25 entry of this formula, charge and spin)   33.99 kJ/mol
LUMO level   -3.81 eV
Strongest force on any atom   0.0103 hartree/bohr
Total charge   +1
Spin multiplicity   1